Model A:
Computed, not measured: 2 unconnected molecules or ions with the total composition C7H14, with ωB97M-V/def2-TZVPD.

Cartesian coordinates (Å):
1 C -0.423 1.497 -0.761
2 C 0.848 1.138 -0.943
3 C 1.241 -0.283 -1.249
4 C 1.981 2.126 -0.861
5 H -0.696 2.528 -0.547
6 H -1.230 0.770 -0.823
7 H 1.738 -0.349 -2.226
8 H 1.954 -0.658 -0.503
9 H 0.370 -0.947 -1.258
10 H 2.713 1.818 -0.103
11 H 2.519 2.182 -1.816
12 H 1.627 3.130 -0.607
13 C -2.234 -2.127 0.004
14 C -1.858 -1.288 0.967
15 C -0.518 -1.295 1.641
16 H -3.220 -2.073 -0.448
17 H -1.567 -2.906 -0.361
18 H -2.560 -0.524 1.304
19 H -0.015 -0.331 1.497
20 H 0.125 -2.084 1.237
21 H -0.621 -1.454 2.721

Computed properties:
HOMO level = -9.257 eV
M = 98.189 g mol⁻¹
Frontier orbital gap = 0.37953 Ha
SMILES = C=C(C)C.C=CC
Net charge = 0

Results of the Löwdin charge analysis, in e, for atoms 1 through 2: C 0.0263; C -0.4330

Model B:
Computed, not measured: 2 unconnected molecules or ions with the total composition C7H14, with ωB97M-V/def2-TZVPD.

Cartesian coordinates (Å):
1 C 1.638 -1.286 0.997
2 C 1.100 -0.929 -0.362
3 C -0.012 -0.235 -0.516
4 C -1.140 0.096 -1.382
5 C -1.271 0.109 0.146
6 C -1.869 -1.054 0.889
7 H 2.732 -1.317 1.024
8 H 1.297 -0.572 1.756
9 H 1.271 -2.277 1.293
10 H 1.654 -1.224 -1.251
11 H -1.227 1.065 -1.874
12 H -1.528 -0.741 -1.952
13 H -1.451 1.098 0.573
14 H -1.544 -1.029 1.936
15 H -1.479 -1.975 0.442
16 H -2.960 -1.065 0.848
17 C 0.948 2.276 -0.515
18 H 1.111 1.197 -0.437
19 H 1.111 2.551 -1.557
20 H 1.678 2.710 0.159
21 H -0.058 2.601 -0.218

Computed properties:
HOMO level = -8.651 eV
M = 98.189 g mol⁻¹
Frontier orbital gap = 0.35737 Ha
SMILES = C/C=C1/C[C@H]1C.C
Net charge = 0

Results of the Löwdin charge analysis, in e, for atoms 1 through 2: C -0.0882; C -0.1392

Model C:
Computed, not measured: C7H14 in the gas phase, with ωB97M-V/def2-TZVPD.

Cartesian coordinates (Å):
1 C -0.726 1.683 0.631
2 C -0.539 0.226 0.170
3 C -1.047 0.086 -1.271
4 C -1.236 -0.786 1.121
5 C 0.939 -0.095 0.311
6 C 1.996 0.020 -0.740
7 C 1.580 -1.335 -0.235
8 H -0.427 1.805 1.680
9 H -0.098 2.355 0.031
10 H -1.767 2.015 0.535
11 H -2.114 0.334 -1.321
12 H -0.517 0.755 -1.961
13 H -0.934 -0.942 -1.633
14 H -0.490 -1.134 1.823
15 H -2.076 -0.352 1.669
16 H -1.601 -1.670 0.584
17 H 1.311 0.152 1.308
18 H 1.693 0.238 -1.758
19 H 2.912 0.535 -0.461
20 H 2.163 -1.958 0.439
21 H 0.978 -1.932 -0.922

Computed properties:
HOMO level = -10.057 eV
M = 98.189 g mol⁻¹
Frontier orbital gap = 0.40590 Ha
SMILES = CC(C)(C)C1CC1
Net charge = 0

Results of the Löwdin charge analysis, in e, for atoms 1 through 2: C -0.0584; C -0.5726

Model D:
Computed, not measured: 2 unconnected molecules or ions with the total composition C7H14, with ωB97M-V/def2-TZVPD.

Cartesian coordinates (Å):
1 C -2.380 -0.210 0.462
2 C -1.552 0.066 -0.758
3 C -0.611 1.002 -0.860
4 C -0.177 1.918 0.254
5 H -1.893 0.125 1.385
6 H -3.336 0.323 0.386
7 H -2.612 -1.275 0.570
8 H -1.737 -0.579 -1.617
9 H -0.080 1.096 -1.807
10 H 0.812 2.346 0.063
11 H -0.126 1.393 1.216
12 H -0.881 2.749 0.373
13 C 0.569 -1.905 0.037
14 C 1.514 -1.130 -0.484
15 C 2.451 -0.262 0.306
16 H -0.071 -2.515 -0.595
17 H 0.350 -1.909 1.104
18 H 1.635 -1.103 -1.568
19 H 2.033 0.012 1.281
20 H 3.387 -0.805 0.480
21 H 2.707 0.661 -0.227

Computed properties:
HOMO level = -8.437 eV
M = 98.189 g mol⁻¹
Frontier orbital gap = 0.35278 Ha
SMILES = C/C=C\C.C=CC
Net charge = 0

Results of the Löwdin charge analysis, in e, for atoms 1 through 2: C -0.1051; C -0.2166

Relative to the most stable structure, the computed energies are model A 0.0170; model B 0.0689; model C 0.0000; model D 0.0324, all in hartree.

Model A:
Computed, not measured: 2 unconnected molecules or ions with the total composition C7H14, with ωB97M-V/def2-TZVPD.

Cartesian coordinates (Å):
1 C -1.307 -1.672 0.354
2 C -1.247 -0.260 0.951
3 C -1.605 0.866 -0.013
4 C -0.321 1.553 -0.719
5 C 0.707 0.525 -1.089
6 C 1.743 0.293 -0.153
7 C 2.349 -0.865 0.416
8 H -1.266 -2.437 1.130
9 H -0.677 -1.897 -0.516
10 H -2.347 -1.724 -0.016
11 H -1.823 -0.227 1.884
12 H -0.172 -0.090 1.127
13 H -2.193 0.595 -0.902
14 H -2.201 1.607 0.527
15 H 0.118 2.349 -0.093
16 H -0.832 2.062 -1.535
17 H 0.761 0.210 -2.122
18 H 1.053 -1.840 1.181
19 H 2.170 1.265 0.150
20 H 2.207 -1.826 -0.089
21 H 3.238 -0.725 1.025

Computed properties:
HOMO level = -7.505 eV
M = 98.189 g mol⁻¹
Frontier orbital gap = 0.25908 Ha
Net charge = 0

Results of the Löwdin charge analysis, in e, for atoms 1 through 2: C -0.1525; C -0.2825

Model B:
Computed, not measured: C7H14 in the gas phase, with ωB97M-V/def2-TZVPD.

Cartesian coordinates (Å):
1 C -1.882 0.617 -1.172
2 C -0.628 0.986 -0.379
3 C -0.643 0.532 1.102
4 C 0.804 0.628 1.517
5 C 1.399 -0.661 1.946
6 C 0.690 0.394 -0.916
7 C 0.656 -1.105 -1.195
8 H -2.068 -0.464 -1.169
9 H -2.772 1.106 -0.759
10 H -1.790 0.934 -2.219
11 H -0.517 2.076 -0.391
12 H -1.229 1.221 1.725
13 H -1.096 -0.473 1.181
14 H 1.427 0.668 -0.119
15 H 0.952 -1.602 1.586
16 H 2.490 -0.699 1.847
17 H 1.194 -0.602 3.030
18 H 1.078 0.933 -1.785
19 H 0.117 -1.307 -2.126
20 H 0.149 -1.673 -0.406
21 H 1.668 -1.510 -1.298

Computed properties:
HOMO level = -7.948 eV
M = 98.189 g mol⁻¹
Frontier orbital gap = 0.31820 Ha
Net charge = 0

Results of the Löwdin charge analysis, in e, for atoms 1 through 2: C -0.0747; C -0.3833

Model C:
Computed, not measured: C7H14 in the gas phase, with ωB97M-V/def2-TZVPD.

Cartesian coordinates (Å):
1 C 0.936 -0.762 1.193
2 C 1.316 -0.840 -0.316
3 C 1.118 0.497 -1.081
4 C -0.289 0.882 -1.524
5 C -1.489 0.470 -0.623
6 C -1.321 0.470 0.910
7 C -0.563 -0.724 1.509
8 H 1.414 0.116 1.655
9 H 1.363 -1.631 1.719
10 H 2.372 -1.130 -0.360
11 H 0.742 -1.672 -0.752
12 H 1.543 1.270 -0.431
13 H 1.627 0.762 -2.032
14 H -0.050 1.925 -1.818
15 H -0.516 0.465 -2.513
16 H -2.358 1.086 -0.882
17 H -1.792 -0.555 -0.906
18 H -0.829 1.401 1.218
19 H -2.322 0.482 1.368
20 H -1.030 -1.667 1.182
21 H -0.694 -0.708 2.604

Computed properties:
HOMO level = -10.257 eV
M = 98.189 g mol⁻¹
Frontier orbital gap = 0.42013 Ha
SMILES = C1CCCCCC1
Net charge = 0

Results of the Löwdin charge analysis, in e, for atoms 1 through 2: C -0.2166; C -0.1863

Model D:
Computed, not measured: C7H14 in the gas phase, with ωB97M-V/def2-TZVPD.

Cartesian coordinates (Å):
1 C 0.321 0.732 2.547
2 C -0.341 0.181 1.535
3 C -1.794 -0.194 1.726
4 C 0.311 -0.291 0.280
5 C -0.099 0.629 -0.904
6 C 0.090 -0.101 -2.255
7 C 1.443 -0.776 -2.453
8 H -0.122 1.029 3.487
9 H 1.386 0.925 2.499
10 H -2.422 -0.025 0.849
11 H -2.129 0.411 2.565
12 H -1.945 -1.255 1.938
13 H 1.384 -0.502 0.246
14 H -0.009 -1.313 0.020
15 H 0.563 1.495 -0.918
16 H -1.147 0.871 -0.806
17 H -0.202 0.556 -3.072
18 H -0.656 -0.906 -2.251
19 H 1.644 -0.983 -3.505
20 H 2.258 -0.162 -2.071
21 H 1.504 -1.761 -1.984

Computed properties:
HOMO level = -9.219 eV
M = 98.189 g mol⁻¹
Frontier orbital gap = 0.37842 Ha
SMILES = C=C(C)CCCC
Net charge = 0

Results of the Löwdin charge analysis, in e, for atoms 1 through 2: C 0.0398; C -0.3804

Relative to the most stable structure, the computed energies are model A 0.1972; model B 0.1210; model C 0.0000; model D 0.0152, all in hartree.

Model A:
Computed, not measured: a molecular structure, C5H10O4, with ωB97M-V/def2-TZVPD.

Cartesian coordinates (Å):
1 C 1.109 0.456 1.671
2 C 1.662 -0.570 0.098
3 O 0.779 1.663 1.393
4 O 1.811 -1.743 0.275
5 H 0.162 1.660 0.215
6 H 2.114 0.302 2.088
7 H 0.346 -0.255 2.012
8 H 2.395 0.053 -0.470
9 C -2.119 0.189 0.713
10 C 0.065 -0.749 -2.042
11 C -0.231 -0.014 -0.761
12 O -1.198 -0.621 -0.039
13 O -0.159 1.279 -0.786
14 H -2.718 0.795 0.032
15 H -2.746 -0.516 1.253
16 H -1.621 0.851 1.422
17 H 0.169 -1.814 -1.852
18 H 0.969 -0.372 -2.516
19 H -0.787 -0.593 -2.708

Computed properties:
HOMO level = -8.261 eV
M = 134.131 g mol⁻¹
Frontier orbital gap = 0.27428 Ha
Net charge = 0

Results of the Löwdin charge analysis, in e, for atoms 1 through 2: C -0.2159; C -0.2449

Model B:
Computed, not measured: 2 unconnected molecules or ions with the total composition C5H10O4, with ωB97M-V/def2-TZVPD.

Cartesian coordinates (Å):
1 C -1.434 1.238 0.931
2 C -0.772 0.128 0.119
3 O -1.727 -0.734 -0.459
4 C 0.173 0.663 -0.958
5 C 1.508 0.788 -0.228
6 O 1.502 -0.256 0.768
7 C 0.189 -0.677 1.014
8 O -0.110 -1.365 1.956
9 H -0.693 1.775 1.538
10 H -1.912 1.946 0.241
11 H -2.196 0.825 1.606
12 H -2.616 -0.462 -0.204
13 H 0.251 -0.075 -1.767
14 H -0.163 1.619 -1.376
15 H 2.373 0.622 -0.879
16 H 1.614 1.749 0.293
17 O 1.237 -2.861 -0.581
18 H 2.008 -2.182 -0.602
19 H 0.766 -2.743 -1.412

Computed properties:
HOMO level = -9.936 eV
M = 134.131 g mol⁻¹
Frontier orbital gap = 0.38732 Ha
SMILES = C[C@@]1(O)CCOC1=O.O
Net charge = 0

Results of the Löwdin charge analysis, in e, for atoms 1 through 2: C 0.0093; C -0.4983

Model C:
Computed, not measured: a molecular structure, C5H10O4, with ωB97M-V/def2-TZVPD.

Cartesian coordinates (Å):
1 C 2.003 0.210 -0.175
2 C 0.415 -0.432 0.527
3 C -0.245 -0.901 -0.657
4 C -2.076 -0.802 0.097
5 C -2.891 0.242 -0.076
6 O 2.846 0.103 0.942
7 O 1.866 1.531 -0.576
8 O -0.052 0.697 1.206
9 O -0.215 -0.239 -1.846
10 H 1.333 1.974 0.106
11 H 3.714 0.456 0.684
12 H -0.179 0.428 2.142
13 H -0.506 0.676 -1.677
14 H 2.383 -0.366 -1.022
15 H 0.773 -1.238 1.163
16 H -0.142 -1.973 -0.818
17 H -2.573 -1.773 0.190
18 H -3.979 0.164 -0.036
19 H -2.478 1.245 -0.174

Computed properties:
HOMO level = -8.682 eV
M = 134.131 g mol⁻¹
Frontier orbital gap = 0.34295 Ha
Net charge = 0

Results of the Löwdin charge analysis, in e, for atoms 1 through 2: C -0.3526; C -0.2722

Relative to the most stable structure, the computed energies are model A 0.1288; model B 0.0000; model C 0.1405, all in hartree.